[1]
C22H27AgN2P2 as an isolated structure, computed with wB97M-V/def2-TZVPD.

The geometry in XYZ format:
```
54
Properties=species:S:1:pos:R:3:mulliken_charge:R:1
Ag 1.751 0.443 -0.785 -0.232
C -1.530 2.568 -0.940 -1.435
P 0.093 2.239 -0.134 0.891
C 0.703 3.956 0.112 -1.253
C -0.386 1.820 1.591 0.260
C -1.590 2.282 2.123 -0.249
C -1.971 1.960 3.414 -0.776
C -1.140 1.179 4.205 -0.848
C 0.067 0.734 3.696 -0.418
C 0.459 1.036 2.392 0.216
P 2.072 0.433 1.744 0.794
C 2.169 -1.265 2.432 -1.229
C 3.238 1.302 2.872 -1.265
H -1.944 3.533 -0.651 0.482
H -2.230 1.770 -0.696 0.408
H -1.368 2.557 -2.018 0.426
H 0.001 4.542 0.706 0.409
H 0.839 4.424 -0.864 0.411
H 1.669 3.922 0.615 0.327
H -2.244 2.902 1.523 0.336
H -2.916 2.316 3.804 0.402
H -1.432 0.919 5.214 0.398
H 0.716 0.140 4.329 0.273
H 2.199 -1.278 3.522 0.454
H 3.078 -1.726 2.044 0.402
H 1.320 -1.845 2.074 0.265
H 2.943 1.192 3.916 0.382
H 3.282 2.360 2.617 0.310
H 4.229 0.870 2.726 0.436
C -0.671 -2.150 -0.163 -1.521
N 0.487 -1.606 -0.851 0.172
C 0.943 -2.277 -1.855 0.199
C 2.015 -1.840 -2.674 0.135
C 2.590 -2.514 -3.763 -0.933
C 3.614 -1.699 -4.231 -0.414
C 3.619 -0.570 -3.401 -0.782
N 2.673 -0.647 -2.461 -0.035
C -1.982 -1.937 -0.899 0.577
C -2.116 -0.931 -1.849 -0.208
C -3.330 -0.726 -2.490 -0.689
C -4.419 -1.531 -2.193 -0.387
C -4.291 -2.544 -1.253 -0.531
C -3.077 -2.745 -0.613 -0.540
H -0.744 -1.658 0.812 0.332
H -0.555 -3.225 0.026 0.463
H 0.483 -3.235 -2.122 0.274
H 2.278 -3.472 -4.153 0.421
H 4.276 -1.884 -5.062 0.411
H 4.282 0.283 -3.448 0.436
H -1.250 -0.331 -2.098 0.509
H -3.425 0.055 -3.235 0.384
H -5.364 -1.378 -2.699 0.380
H -5.134 -3.186 -1.029 0.380
H -2.980 -3.541 0.118 0.388
```

Energy above the lowest of the compared OMol25 structures with the same formula, charge and spin ... 0.281 eV
Frontier orbital gap ... 7.400 eV
LUMO energy ... 0.549 eV
HOMO ... -6.85 eV
Net charge ... 0
Spin multiplicity ... 1

---

[2]
C22H27BrCl2N7O3STb as an isolated structure, computed with wB97M-V/def2-TZVPD.

The geometry in XYZ format:
```
64
Properties=species:S:1:pos:R:3:lowdin_spin:R:1
Tb -0.375 0.494 0.829 6.113
Br 6.564 -2.436 1.603 0.000
C 5.037 -1.363 1.843 0.000
C 5.084 -0.262 2.691 0.000
C 3.965 0.529 2.870 0.000
C 2.776 0.230 2.203 0.000
C 2.753 -0.873 1.341 -0.001
C 3.865 -1.669 1.160 0.000
N 1.573 0.963 2.315 -0.015
C 1.399 1.891 3.181 0.000
C 0.138 2.631 3.271 -0.001
C -0.040 3.618 4.230 0.000
C -1.260 4.277 4.302 0.001
C -2.268 3.919 3.423 0.000
C -2.013 2.924 2.491 0.001
N -0.841 2.301 2.404 -0.016
H 6.004 -0.028 3.208 0.000
H 4.040 1.387 3.525 0.000
H 1.843 -1.114 0.792 -0.002
H 3.835 -2.525 0.499 0.000
H 2.169 2.172 3.896 0.000
H 0.760 3.861 4.916 0.000
H -1.421 5.052 5.038 0.000
H -3.236 4.399 3.455 0.000
H -2.779 2.605 1.792 0.000
N 1.613 0.929 -1.044 -0.012
N 1.621 2.145 -1.747 -0.001
C 0.615 3.020 -1.681 -0.001
N 0.699 4.117 -2.429 -0.001
S -0.760 2.789 -0.715 -0.016
H 2.572 0.748 -0.763 0.000
H 1.340 0.166 -1.692 0.000
H 2.356 2.290 -2.423 0.000
H 1.473 4.309 -3.045 0.000
H -0.064 4.770 -2.401 0.000
C -0.825 -4.306 -1.696 0.000
C -1.036 -3.637 -3.051 0.000
C -1.586 -2.195 -2.955 0.000
C -1.721 -1.601 -4.381 0.000
C -2.293 -0.184 -4.395 0.000
C -2.978 -2.243 -2.356 0.000
O -3.871 -2.907 -2.790 0.000
N -3.213 -1.406 -1.245 0.000
C -2.241 -0.760 -0.573 -0.002
O -2.487 -0.162 0.520 -0.012
N -0.974 -0.730 -1.011 -0.013
C -0.598 -1.348 -2.185 0.000
O 0.543 -1.191 -2.598 0.001
H -0.471 -5.326 -1.838 0.000
H -1.754 -4.353 -1.123 0.000
H -0.073 -3.777 -1.104 0.000
H -1.744 -4.215 -3.643 0.000
H -0.091 -3.593 -3.592 0.000
H -2.364 -2.268 -4.955 0.000
H -0.728 -1.609 -4.831 0.000
H -3.320 -0.163 -4.025 0.000
H -2.302 0.202 -5.413 0.000
H -1.693 0.499 -3.787 0.000
H -4.158 -1.376 -0.880 0.000
Cl -1.283 -0.358 3.471 -0.010
C -1.518 -2.046 2.999 0.000
Cl -0.488 -2.327 1.584 -0.012
H -2.552 -2.186 2.708 0.000
H -1.216 -2.701 3.807 0.000
```

Energy above the lowest of the compared OMol25 structures with the same formula, charge and spin ... 0.186 eV
Frontier orbital gap (spin up / spin down) ... 7.130 / 7.138 eV
LUMO energy (spin up / spin down) ... -6.762 / -6.753 eV
<S²> ... 12.6798
HOMO (spin up / spin down) ... -13.89 / -13.89 eV
Net charge ... +2
Spin multiplicity ... 7

---

[3]
C22H27BrN5O2Rb as an isolated structure, computed with wB97M-V/def2-TZVPD.

The geometry in XYZ format:
```
58
Properties=species:S:1:pos:R:3:mulliken_charge:R:1
Rb -0.912 -0.839 0.311 0.795
C -3.222 0.890 -3.350 -1.376
C -1.888 0.887 -2.613 0.497
N -1.648 1.500 -1.532 -0.067
C -2.600 2.314 -0.826 -0.985
C -1.837 3.173 0.176 -0.845
N -0.855 2.369 0.925 0.039
C 0.062 3.201 1.751 -0.864
C 1.473 2.590 1.677 -0.409
N 1.491 1.211 2.213 -0.165
C 2.760 0.450 1.957 -1.000
C 3.311 0.535 0.503 -0.919
N 2.315 0.224 -0.491 0.160
C 2.604 -0.367 -1.564 0.677
C 3.886 -1.042 -1.904 -1.656
C 1.530 -0.271 -2.632 0.532
C 1.900 -0.198 -3.987 -0.531
C 0.965 0.111 -4.982 -0.746
C -0.366 0.339 -4.555 -0.786
C -0.630 0.282 -3.201 0.577
N 0.265 -0.092 -2.280 0.281
H -3.909 1.551 -2.879 0.404
H -3.574 -0.153 -3.343 0.312
H -3.124 1.203 -4.381 0.317
H -3.250 1.648 -0.272 0.378
H -3.267 2.964 -1.420 0.374
H -2.631 3.585 0.825 0.305
H -1.327 3.993 -0.359 0.501
H -0.297 1.887 0.234 0.090
H -0.304 3.213 2.792 0.318
H 0.035 4.182 1.273 0.381
H 2.174 3.184 2.239 0.484
H 1.776 2.598 0.604 0.229
H 0.703 0.705 1.879 0.038
H 2.606 -0.601 2.196 0.329
H 3.498 0.862 2.636 0.429
H 4.192 -0.096 0.491 0.418
H 3.671 1.566 0.299 0.340
H 4.583 -1.156 -1.083 0.433
H 4.419 -0.523 -2.703 0.300
H 3.644 -2.036 -2.299 0.409
H 2.946 -0.362 -4.277 0.226
H 1.202 0.235 -6.033 0.428
H -1.096 0.626 -5.262 0.335
Br -4.648 -3.097 5.179 -0.211
C -3.083 -3.103 4.087 0.106
C -3.089 -3.780 2.873 -0.480
C -1.911 -3.922 2.193 -0.255
C -0.692 -3.389 2.627 0.082
C -0.725 -2.699 3.827 -0.117
C -1.914 -2.553 4.540 -0.470
C 0.523 -3.556 1.739 0.055
O 0.713 -4.703 1.288 -0.726
O 1.150 -2.499 1.470 -0.605
H -3.984 -4.209 2.464 0.453
H -1.865 -4.502 1.264 0.413
H 0.202 -2.231 4.179 0.342
H -1.952 -2.102 5.513 0.426
```

Frontier orbital gap ... 7.410 eV
LUMO energy ... -0.292 eV
HOMO ... -7.70 eV
Net charge ... 0
Spin multiplicity ... 1

---

[4]
C22H27BrNOS as an isolated structure, computed with wB97M-V/def2-TZVPD.

The geometry in XYZ format:
```
53
Properties=species:S:1:pos:R:3:mulliken_charge:R:1
C -2.460 3.258 0.751 -1.029
S -1.949 1.993 -0.445 0.712
C -1.701 3.114 -1.834 -1.113
C -0.310 1.327 -0.025 -0.213
C 0.731 1.428 -1.107 0.387
C 2.204 1.692 -0.893 -0.076
C 2.602 3.001 -0.631 -0.426
C 3.954 3.288 -0.505 -0.481
C 4.909 2.270 -0.576 -0.133
Br 6.704 2.806 -0.246 -0.148
C 4.512 0.984 -0.964 -0.496
C 3.157 0.682 -1.144 -0.279
O 0.408 1.171 -2.291 -0.704
H -3.538 3.123 0.896 0.374
H -1.973 3.170 1.722 0.356
H -2.281 4.250 0.323 0.385
H -2.679 3.217 -2.361 0.404
H -1.362 4.092 -1.464 0.453
H -0.958 2.693 -2.514 0.342
H 0.054 1.736 0.918 0.905
H 1.886 3.831 -0.556 0.323
H 4.260 4.310 -0.352 0.436
H 5.258 0.231 -1.141 0.450
H 2.769 -0.293 -1.460 0.485
C 1.193 -3.247 2.727 -0.810
C 0.780 -1.886 3.202 -0.778
C 0.861 -0.812 2.114 -0.770
N 0.163 -1.176 0.850 0.418
C -0.916 -0.444 0.445 -0.282
C -1.885 -1.140 -0.495 -0.785
C -2.913 -2.026 -0.048 -0.058
C -3.852 -2.524 -0.948 -0.757
C -3.862 -2.123 -2.287 -0.497
C -2.864 -1.247 -2.729 -1.014
C -1.907 -0.767 -1.823 0.378
C 0.456 -2.557 0.354 -0.702
C 0.384 -3.603 1.467 -0.575
H 2.267 -3.328 2.536 0.335
H 0.997 -4.025 3.477 0.385
H -0.266 -1.939 3.510 0.292
H 1.413 -1.600 4.039 0.364
H 0.401 0.105 2.493 0.419
H 1.926 -0.607 1.940 0.384
H -1.522 0.061 1.247 0.481
H -2.913 -2.349 0.991 0.472
H -4.662 -3.174 -0.583 0.375
H -4.712 -2.388 -2.907 0.403
H -2.846 -0.843 -3.734 0.463
H -1.124 -0.119 -2.204 0.577
H -0.292 -2.800 -0.416 0.429
H 1.464 -2.596 -0.113 0.366
H 0.715 -4.568 1.050 0.381
H -0.683 -3.650 1.747 0.194
```

Energy above the lowest of the compared OMol25 structures with the same formula, charge and spin ... 0.881 eV
Frontier orbital gap ... 8.223 eV
LUMO energy ... -3.168 eV
HOMO ... -11.39 eV
Net charge ... +1
Spin multiplicity ... 1

---

M / g mol⁻¹: 489.288 779.306 558.863 433.435